15 unconnected molecules or ions with the total composition C37H104O15 at a distorted geometry, computed with the ωB97M-V functional and the def2-TZVPD basis.

XYZ file:
```
156
Properties=species:S:1:pos:R:3
C 1.60 -3.71 8.30
C 0.60 -3.53 7.12
C -0.85 -3.14 7.62
O 1.12 -2.51 6.27
H 1.82 -2.79 8.84
H 2.59 -4.03 7.98
H 1.23 -4.48 8.97
H 0.59 -4.48 6.59
H -0.80 -2.22 8.18
H -1.23 -3.90 8.30
H -1.48 -2.97 6.74
H 0.47 -2.35 5.57
C -1.61 -7.44 0.59
C -2.62 -8.51 0.97
C -4.07 -8.02 0.78
O -2.47 -9.54 0.00
H -1.73 -6.95 -0.38
H -0.61 -7.85 0.57
H -1.53 -6.63 1.31
H -2.45 -8.95 1.95
H -4.74 -8.88 0.89
H -4.21 -7.54 -0.19
H -4.41 -7.22 1.44
H -1.62 -9.95 0.18
C -1.72 -4.46 -6.50
C -1.77 -4.94 -7.94
C -0.44 -5.57 -8.44
O -2.83 -5.84 -8.07
H -0.75 -4.04 -6.23
H -1.95 -5.24 -5.77
H -2.38 -3.61 -6.35
H -2.01 -4.12 -8.61
H -0.67 -6.07 -9.38
H -0.10 -6.24 -7.65
H 0.28 -4.77 -8.62
H -2.68 -6.51 -7.40
C 1.37 8.06 4.02
C 0.31 9.10 3.86
C 0.77 10.52 4.38
O -0.04 9.24 2.47
H 2.32 8.42 3.61
H 1.14 7.06 3.65
H 1.58 8.00 5.09
H -0.59 8.90 4.43
H 0.97 10.56 5.45
H -0.12 11.15 4.33
H 1.55 10.98 3.79
H 0.70 9.30 1.87
C -1.76 4.72 7.30
C -2.60 4.24 6.07
C -2.49 2.75 5.81
O -3.96 4.62 6.28
H -0.73 4.51 7.03
H -1.95 4.18 8.24
H -1.95 5.78 7.45
H -2.33 4.82 5.19
H -2.87 2.26 6.70
H -1.44 2.49 5.71
H -3.09 2.48 4.94
H -4.16 4.41 7.20
C -2.72 3.73 -8.21
C -1.35 3.22 -7.81
C -0.60 4.10 -6.80
O -1.45 1.94 -7.18
H -3.30 3.06 -8.84
H -2.56 4.69 -8.70
H -3.31 3.88 -7.31
H -0.80 3.24 -8.75
H 0.40 3.74 -6.59
H -1.16 4.13 -5.87
H -0.60 5.15 -7.08
H -2.21 1.99 -6.59
C 0.41 0.52 0.51
C -0.90 -0.28 0.36
C -0.88 -1.19 -0.88
O -0.91 -1.08 1.52
H 1.32 -0.07 0.54
H 0.32 1.17 1.38
H 0.57 1.14 -0.38
H -1.76 0.39 0.36
H -0.06 -1.91 -0.82
H -0.72 -0.60 -1.79
H -1.79 -1.76 -1.04
H -1.75 -1.53 1.65
C -7.95 -2.81 2.41
C -6.88 -1.92 3.09
C -7.39 -1.43 4.38
O -5.75 -2.65 3.28
H -8.87 -2.25 2.20
H -8.22 -3.64 3.07
H -7.71 -3.20 1.42
H -6.62 -1.03 2.52
H -6.67 -0.87 4.97
H -7.73 -2.22 5.05
H -8.19 -0.71 4.21
H -5.94 -3.23 4.02
C 3.48 9.25 -3.36
C 2.88 8.27 -2.34
C 3.53 6.93 -2.22
O 3.05 8.85 -1.11
H 3.20 8.97 -4.38
H 4.57 9.19 -3.34
H 3.19 10.29 -3.22
H 1.81 8.13 -2.52
H 4.57 7.05 -1.90
H 3.52 6.47 -3.21
H 2.94 6.23 -1.63
H 3.99 8.90 -0.90
C 4.07 -5.31 -5.03
C 5.24 -6.19 -5.39
C 4.87 -7.29 -6.35
O 6.18 -5.44 -6.04
H 4.47 -4.46 -4.47
H 3.21 -5.78 -4.55
H 3.64 -4.99 -5.98
H 5.81 -6.65 -4.58
H 4.48 -6.95 -7.31
H 4.17 -7.92 -5.80
H 5.74 -7.90 -6.58
H 5.87 -5.36 -6.94
C 5.32 -5.29 4.12
C 5.49 -3.94 3.37
C 4.60 -3.74 2.16
O 5.36 -2.80 4.29
H 5.58 -6.09 3.42
H 4.27 -5.44 4.40
H 5.96 -5.29 5.00
H 6.50 -3.80 2.97
H 4.79 -4.46 1.37
H 4.81 -2.73 1.80
H 3.53 -3.81 2.37
H 4.48 -2.74 4.67
C -2.42 5.42 -0.68
O -3.62 4.72 -1.06
H -2.14 5.30 0.36
H -1.58 5.07 -1.28
H -2.58 6.48 -0.89
H -4.15 4.71 -0.27
C 5.47 2.88 3.69
O 5.96 2.17 4.87
H 4.47 2.51 3.47
H 5.46 3.97 3.74
H 6.20 2.70 2.90
H 5.84 1.23 4.79
C -5.57 0.16 -3.57
O -4.58 1.09 -3.90
H -5.38 -0.79 -4.06
H -5.50 -0.07 -2.51
H -6.56 0.55 -3.80
H -4.59 1.85 -3.31
C 5.07 0.77 -3.91
O 6.30 1.43 -4.26
H 4.18 1.40 -4.00
H 4.97 -0.05 -4.63
H 5.14 0.28 -2.94
H 6.98 0.75 -4.37
```

Energy (eV): -70762.377
2S+1: 1
Kohn-Sham gap (eV): 10.03
Molar mass (g mol⁻¹): 789.22
ΔE to the lowest compared entry with this formula, charge and spin (eV): 3.749

Mulliken atomic charge list, values in e, 8 entries: C -1.3256; C 0.5476; C -1.1646; O -0.5241; H 0.3411; H 0.3165; H 0.3713; H 0.1600

A single C20H22ClNO4S molecule at a distorted geometry, computed with the ωB97M-V functional and the def2-TZVPD basis.

XYZ file:
```
49
Properties=species:S:1:pos:R:3
O 6.27 -0.81 7.26
O 2.62 -3.08 7.28
O 1.99 -1.20 -1.91
Cl 0.42 -0.63 2.85
O 1.50 0.05 -0.09
S 4.79 -0.76 5.16
C 5.16 -0.91 6.92
C 3.39 -2.29 6.65
C 1.41 -0.28 -1.35
C 3.39 -1.86 5.32
C 2.47 -2.16 4.29
C 4.57 -1.75 1.19
C 3.68 -1.06 0.38
C 4.21 -2.03 2.53
C 1.99 -0.99 2.14
C 2.40 -0.60 0.84
C 2.87 -1.73 2.94
N 4.29 -1.71 7.50
C 0.52 0.57 -2.17
C -0.73 -0.13 -2.61
C -5.42 2.43 -2.71
C -5.14 1.87 -4.09
C -4.75 1.58 -1.66
C -1.41 0.95 -3.51
C -3.61 1.70 -4.41
C -3.23 1.61 -1.83
C -2.82 1.02 -3.29
H 1.50 -2.61 4.50
H 5.53 -1.90 0.70
H 4.11 -1.07 -0.63
H 4.71 -2.71 3.23
H 4.58 -2.21 8.34
H 1.03 0.89 -3.10
H 0.24 1.50 -1.66
H -0.41 -1.06 -3.19
H -1.40 -0.50 -1.85
H -6.46 2.25 -2.51
H -5.11 3.47 -2.56
H -5.66 0.92 -4.03
H -5.60 2.61 -4.80
H -5.17 0.55 -1.60
H -4.98 1.99 -0.64
H -1.01 1.96 -3.49
H -1.30 0.60 -4.58
H -3.48 1.09 -5.29
H -3.32 2.78 -4.60
H -2.75 1.04 -1.02
H -2.69 2.61 -1.58
H -3.19 -0.01 -3.26
```

Energy (eV): -54132.589
2S+1: 1
Kohn-Sham gap (eV): 7.78
Molar mass (g mol⁻¹): 407.92
ΔE to the lowest compared entry with this formula, charge and spin (eV): 0.329
SMILES string: O=C(CCCC1CCCCC1)Oc1cccc(/C=C2\SC(=O)NC2=O)c1Cl

Mulliken atomic charge list, values in e, 8 entries: O -0.4926; O -0.6439; O -0.5896; Cl -0.2051; O -0.3276; S -0.0405; C 0.5043; C -0.1390

A molecular structure, C44H46Br2CsN6O9P3SSe3Te at a distorted geometry, computed with the ωB97M-V functional and the def2-TZVPD basis.

XYZ file:
```
116
Properties=species:S:1:pos:R:3
Cs -0.92 1.07 0.38
Se 3.98 -0.13 0.80
Se 4.58 2.18 0.56
Te 2.31 3.34 1.19
Se 2.24 5.00 -0.73
C -1.53 3.39 5.17
C -2.10 3.14 3.78
O -3.25 3.94 3.53
P -2.51 1.36 3.55
O -3.84 1.24 4.48
O -1.49 0.49 4.39
O -2.83 0.90 2.18
P -0.74 3.36 2.56
O -1.51 3.55 1.12
O -0.16 1.96 2.62
O 0.09 4.54 2.81
H -2.20 2.99 5.94
H -1.43 4.47 5.29
H -0.55 2.94 5.29
H -3.92 3.65 4.16
H -4.52 0.77 3.98
H -0.59 0.69 4.05
H -0.76 3.85 0.58
Br -2.51 8.70 -1.48
C -2.55 6.81 -1.58
C -1.37 6.10 -1.65
C -1.43 4.71 -1.72
C -2.65 4.05 -1.71
C -3.83 4.79 -1.60
C -3.78 6.17 -1.55
N -2.58 2.63 -1.73
C -3.61 1.92 -1.91
C -3.56 0.42 -1.88
C -4.72 -0.30 -2.10
C -4.66 -1.69 -2.09
C -3.44 -2.29 -1.87
C -2.32 -1.49 -1.66
N -2.38 -0.16 -1.67
H -0.40 6.57 -1.60
H -0.50 4.16 -1.74
H -4.79 4.30 -1.53
H -4.69 6.75 -1.45
H -4.61 2.33 -2.11
H -5.66 0.21 -2.27
H -5.55 -2.28 -2.25
H -3.33 -3.37 -1.85
H -1.34 -1.92 -1.50
O 3.30 1.14 3.90
N 2.46 0.28 4.53
C 1.96 -0.65 3.81
C 1.13 -1.68 4.47
C 1.04 -1.70 5.87
C 0.32 -2.68 6.52
C -0.30 -3.68 5.78
C -0.20 -3.68 4.40
C 0.50 -2.68 3.73
P 0.58 -2.62 1.88
C 2.03 -3.70 1.58
C 2.13 -4.51 0.45
C 3.29 -5.21 0.18
C 4.39 -5.09 1.02
C 4.31 -4.27 2.14
C 3.14 -3.58 2.41
C -0.89 -3.64 1.49
C -0.93 -5.02 1.31
C -2.14 -5.68 1.11
C -3.33 -4.96 1.10
C -3.30 -3.59 1.29
C -2.09 -2.93 1.47
H 3.44 0.84 2.97
H 2.20 -0.71 2.74
H 1.55 -0.92 6.42
H 0.26 -2.67 7.60
H -0.86 -4.47 6.28
H -0.70 -4.46 3.85
H 1.31 -4.56 -0.26
H 3.35 -5.82 -0.71
H 5.31 -5.62 0.80
H 5.17 -4.14 2.78
H 3.11 -2.94 3.28
H -0.01 -5.60 1.34
H -2.15 -6.75 0.96
H -4.27 -5.47 0.95
H -4.22 -3.01 1.29
H -2.08 -1.86 1.62
O 3.00 2.25 -2.54
H 3.11 1.80 -1.68
H 2.88 3.17 -2.22
C 5.58 0.21 -2.53
C 4.40 -0.39 -3.21
C 4.21 -0.38 -4.57
C 3.02 -0.93 -5.06
N 2.13 -1.54 -4.29
C 2.34 -1.57 -2.95
S 1.28 -2.36 -1.92
N 3.45 -0.96 -2.45
C 2.68 -0.83 -6.52
H 6.36 0.41 -3.27
H 5.96 -0.44 -1.74
H 5.28 1.15 -2.06
H 4.93 0.10 -5.22
H 3.55 -0.88 -1.41
H 3.53 -1.11 -7.14
H 2.42 0.20 -6.76
H 1.83 -1.47 -6.74
Br -1.07 1.88 -7.70
C -0.56 1.62 -5.88
C -0.08 2.68 -5.15
C 0.29 2.42 -3.83
N 0.18 1.23 -3.25
C -0.28 0.23 -3.99
C -0.67 0.36 -5.32
H 0.03 3.67 -5.57
H 0.73 3.20 -3.22
H -0.33 -0.74 -3.51
H -1.02 -0.49 -5.88
```

Energy (eV): -456418.675
Charge: -2
2S+1: 1
Kohn-Sham gap (eV): 4.04
Molar mass (g mol⁻¹): 1585.07
ΔE to the lowest compared entry with this formula, charge and spin (eV): 0.288

Mulliken atomic charge list, values in e, 8 entries: Cs 1.1507; Se -0.1987; Se -0.6174; Te 0.8191; Se -0.9250; C -1.7844; C 1.0034; O -0.6253

> Look up the energy of the second one.

-54132.589 eV